1.
DFT (wB97M-V/def2-TZVPD) results for a single C4H11ISi molecule in a non-equilibrium geometry.

**LUMO**: 0.073 eV
**Total energy**: -746.1534 Ha
**Energy relative to the best compared isomer or geometry (same formula, charge and spin)**: 1.793 eV
**HOMO**: -0.3271 Ha

The geometry in XYZ format:
```
17
Properties=species:S:1:pos:R:3:forces:R:3
C 1.405 -1.316 0.297 2.38 3.65 1.46
C -0.090 -0.854 0.078 1.62 -1.76 1.98
C -0.378 -0.596 -1.396 -1.71 -3.29 2.55
Si -0.786 0.431 1.352 -1.51 -1.93 -0.98
C -0.841 2.017 0.305 2.36 1.80 5.26
I -3.498 -0.416 1.781 1.82 0.69 -0.46
H 2.204 -0.427 0.209 -1.71 -1.38 0.34
H 1.711 -1.819 1.258 -0.96 0.57 -0.71
H 1.792 -1.926 -0.464 -0.14 -1.21 -1.33
H -0.454 -1.859 0.346 -1.21 0.51 -0.11
H -0.033 -1.514 -1.852 0.22 0.14 -0.82
H 0.081 0.247 -1.708 1.23 2.64 -1.49
H -1.462 -0.625 -1.432 -0.23 0.57 -0.75
H -0.478 0.086 2.817 0.24 0.87 -1.05
H 0.005 2.113 -0.312 1.76 -0.23 -0.46
H -1.563 1.942 -0.390 -3.34 0.09 -1.80
H -0.790 2.973 0.996 -0.81 -1.72 -1.64
```
Forces are in eV/Å.


2.
DFT (wB97M-V/def2-TZVPD) results for C8H8P2 as an isolated structure in a non-equilibrium geometry.

**LUMO**: 0.006 eV
**Total energy**: -992.1105 Ha
**Energy relative to the best compared isomer or geometry (same formula, charge and spin)**: 3.732 eV
**HOMO**: -0.2659 Ha

The geometry in XYZ format:
```
18
Properties=species:S:1:pos:R:3:forces:R:3
C -2.427 0.003 -0.245 -0.05 0.03 -1.84
C -1.935 1.255 0.172 -2.65 1.03 0.79
C -1.536 -1.025 -0.438 -0.52 -1.26 0.69
C -0.611 1.527 0.342 -2.45 -0.93 -0.69
C 0.790 -1.818 0.217 -3.65 -1.31 0.40
C -0.186 -0.749 -0.089 0.03 -2.99 -1.08
C 0.219 0.526 0.000 0.23 -0.62 1.07
C 3.149 -0.099 -0.270 -1.59 -0.64 -0.02
P 2.370 -1.525 0.244 3.36 1.55 -1.25
P 1.815 1.035 -0.301 1.81 -1.01 -1.65
H -3.437 -0.178 -0.679 0.58 0.62 1.03
H -2.695 2.011 0.413 0.41 -0.19 -0.07
H -1.965 -2.042 -0.776 1.26 1.61 0.75
H -0.181 2.352 0.791 0.25 2.22 0.40
H 0.195 -2.551 0.796 1.20 -0.31 -0.60
H 3.264 -2.633 0.425 -0.80 0.57 0.20
H 1.225 2.007 -1.258 1.89 -0.73 -0.25
H 1.946 1.902 0.656 0.69 2.36 2.13
```
Forces are in eV/Å.


3.
DFT (wB97M-V/def2-TZVPD) results for C20H15N4O4Pd as an isolated structure.

**LUMO (alpha / beta)**: 2.760 / 2.755 eV
**2S+1**: 3
**Net charge**: -1
**Total energy**: -1419.0962 Ha
**<S²>**: 2.0060
**Energy relative to the best compared isomer or geometry (same formula, charge and spin)**: 0.000 eV
**HOMO (alpha / beta)**: -0.1285 / -0.1455 Ha

The geometry in XYZ format:
```
44
Properties=species:S:1:pos:R:3:forces:R:3
Pd 0.058 -0.452 0.206 0.02 0.25 -0.08
O -4.000 0.541 0.881 -0.02 0.01 -0.13
C -2.806 0.212 0.848 0.18 -0.12 0.06
N -1.983 -0.005 -0.166 -0.08 -0.02 0.35
C -2.276 0.127 -1.522 -0.26 0.05 -0.01
C -3.511 0.549 -2.009 -0.07 0.04 -0.03
C -3.736 0.658 -3.376 -0.03 0.01 0.01
C -2.730 0.343 -4.272 0.01 -0.01 -0.03
C -1.492 -0.084 -3.808 -0.02 0.02 -0.09
C -1.244 -0.197 -2.441 0.02 -0.04 -0.26
N -0.028 -0.619 -1.909 0.33 -0.17 0.01
C 1.043 -1.006 -2.585 -0.01 -0.05 0.24
O 1.249 -1.128 -3.800 -0.11 0.04 -0.07
C 2.217 -1.366 -1.662 0.03 -0.01 0.10
C 3.434 -1.687 -2.255 -0.03 0.01 0.17
C 4.515 -1.988 -1.450 0.02 -0.01 0.11
C 4.357 -1.970 -0.068 0.00 0.00 -0.13
C 3.114 -1.648 0.444 0.04 0.01 0.00
N 2.070 -1.355 -0.326 -0.01 -0.01 -0.34
C -2.124 0.007 2.209 0.09 -0.03 0.04
C -2.858 0.302 3.354 0.16 -0.05 0.00
C -2.260 0.156 4.591 0.11 -0.04 0.04
C -0.943 -0.288 4.660 -0.12 0.03 -0.02
C -0.285 -0.568 3.476 -0.01 0.03 0.04
N -0.855 -0.429 2.283 -0.32 0.09 -0.07
H -4.283 0.790 -1.296 -0.01 0.00 -0.01
H -4.705 0.991 -3.731 0.00 0.00 -0.01
H -2.899 0.426 -5.339 0.00 0.00 0.00
H -0.696 -0.336 -4.491 -0.01 0.00 -0.01
H 3.481 -1.680 -3.333 0.00 0.00 -0.03
H 5.474 -2.230 -1.891 0.01 -0.01 0.02
H 5.174 -2.193 0.605 0.04 -0.01 -0.01
H 2.942 -1.609 1.514 0.00 0.01 -0.01
H -3.873 0.644 3.223 -0.02 0.01 0.00
H -2.809 0.391 5.494 0.01 -0.01 0.02
H -0.430 -0.412 5.603 -0.02 0.01 0.03
H 0.746 -0.904 3.475 -0.01 0.01 -0.01
C 2.298 2.867 1.743 0.07 0.14 0.04
O 1.723 1.585 1.534 -0.11 -0.14 -0.09
C 0.871 1.494 0.420 0.19 0.09 0.21
O 0.701 2.476 -0.253 -0.02 -0.08 0.00
H 2.911 2.791 2.641 -0.01 -0.02 -0.01
H 1.530 3.631 1.884 -0.01 -0.03 -0.01
H 2.919 3.170 0.897 -0.02 -0.03 -0.01
```
Forces are in eV/Å.


4.
DFT (wB97M-V/def2-TZVPD) results for a single C6H9NO3 molecule in a non-equilibrium geometry.

**LUMO**: 0.265 eV
**Total energy**: -514.3103 Ha
**Energy relative to the best compared isomer or geometry (same formula, charge and spin)**: 5.512 eV
**HOMO**: -0.3820 Ha

The geometry in XYZ format:
```
19
Properties=species:S:1:pos:R:3:forces:R:3
O 1.419 2.159 -0.339 0.23 -0.18 -0.29
N 1.615 0.970 -0.506 -0.59 0.14 1.36
O 2.486 0.462 -1.159 0.89 0.06 -1.03
C 0.717 0.026 0.175 -0.58 -1.97 -0.08
C 1.055 -1.473 0.017 1.37 1.32 1.41
O 0.672 -2.108 -1.143 -0.11 0.34 -1.50
C 0.140 0.412 1.526 -0.72 0.46 -1.14
C -0.682 0.445 0.271 1.42 0.30 1.66
C -1.613 1.270 -0.458 -0.16 -1.16 -1.25
C -1.895 -0.218 -0.149 -1.50 -0.50 2.82
H 0.522 -2.016 0.800 0.24 0.23 0.19
H 2.172 -1.477 0.235 -1.11 -0.60 -0.37
H 0.845 -1.518 -1.896 0.15 -0.42 0.21
H 0.509 1.356 1.820 0.17 0.88 0.75
H -0.108 -0.334 2.275 0.43 0.00 -0.20
H -1.410 1.587 -1.468 0.28 -0.34 -0.30
H -2.211 1.979 0.007 -0.88 1.05 1.23
H -2.551 -0.504 0.804 1.00 0.78 -2.52
H -1.684 -1.020 -0.811 -0.53 -0.39 -0.93
```
Forces are in eV/Å.


5.
DFT (wB97M-V/def2-TZVPD) results for an isolated ion of composition C4H10NOS and charge +1 in a non-equilibrium geometry.

**LUMO**: -4.220 eV
**Net charge**: +1
**Total energy**: -686.3075 Ha
**Energy relative to the best compared isomer or geometry (same formula, charge and spin)**: 1.727 eV
**HOMO**: -0.4712 Ha

The geometry in XYZ format:
```
17
Properties=species:S:1:pos:R:3:forces:R:3
N 1.416 1.439 0.237 0.72 -0.02 0.72
C 0.600 0.201 0.015 -0.10 -0.46 -1.57
C 1.166 -0.473 -1.263 0.16 0.36 0.83
O 0.535 -0.586 -2.259 0.01 -0.23 -0.45
C -0.873 0.469 -0.125 -0.57 -0.58 0.29
C -1.663 -0.807 0.229 -0.55 0.41 -0.48
S -1.453 -1.317 1.947 0.05 -0.08 0.16
H 1.131 2.235 -0.332 -0.41 0.07 0.04
H 2.424 1.337 0.060 -0.12 -0.37 -0.11
H 1.362 1.664 1.231 -0.20 0.50 0.07
H 0.796 -0.518 0.800 0.16 0.20 0.68
H 2.205 -0.827 -1.107 0.04 -0.13 -0.45
H -1.246 1.305 0.454 0.16 0.19 0.41
H -1.130 0.668 -1.153 0.16 0.31 -0.51
H -1.456 -1.576 -0.501 0.53 -0.46 0.12
H -2.717 -0.622 0.016 -0.04 0.26 0.35
H -1.096 -2.593 1.750 0.00 0.03 -0.09
```
Forces are in eV/Å.


6.
DFT (wB97M-V/def2-TZVPD) results for an isolated ion of composition C6H9N2S and charge +1 in a non-equilibrium geometry.

**LUMO (alpha / beta)**: -4.874 / -4.875 eV
**Net charge**: +1
**Total energy**: -741.2727 Ha
**Energy relative to the best compared isomer or geometry (same formula, charge and spin)**: 5.125 eV
**HOMO (alpha / beta)**: -0.4158 / -0.4158 Ha

The geometry in XYZ format:
```
18
Properties=species:S:1:pos:R:3:forces:R:3
C 0.086 1.432 0.119 -1.02 -0.38 0.21
C 1.509 -0.467 0.016 -0.01 -3.54 0.31
C -1.112 -1.897 -0.078 0.00 1.20 -1.29
C -2.546 -1.382 0.105 1.81 -0.34 -1.03
C -1.341 -0.480 0.132 -2.62 0.23 0.40
C 2.422 1.588 -0.076 1.46 3.87 1.88
N 1.255 0.762 0.101 0.34 -0.07 -0.33
N -1.112 0.805 0.087 0.64 -0.40 0.51
S 1.785 -2.009 0.055 0.40 2.00 -0.16
H 0.140 2.424 -0.170 -0.06 1.66 -0.24
H -0.530 -2.447 0.591 0.29 -0.82 1.71
H -0.791 -2.163 -1.078 -0.23 -0.07 -0.36
H -2.991 -1.480 -0.874 -0.77 0.41 0.08
H -3.106 -1.755 0.938 -0.15 0.38 0.52
H 3.298 0.979 0.048 0.44 -0.25 -0.94
H 2.286 2.248 -0.991 0.64 -1.24 0.99
H 2.597 2.324 0.862 -1.05 -1.53 -2.01
H -1.848 1.520 0.213 -0.11 -1.11 -0.23
```
Forces are in eV/Å.


7.
DFT (wB97M-V/def2-TZVPD) results for a single C7H12 molecule.

**LUMO**: 1.157 eV
**Total energy**: -273.8627 Ha
**Energy relative to the best compared isomer or geometry (same formula, charge and spin)**: 1.249 eV
**HOMO**: -0.3596 Ha

The geometry in XYZ format:
```
19
Properties=species:S:1:pos:R:3:forces:R:3
C 1.590 -1.558 1.142 0.03 -0.05 -0.01
C 0.662 -0.356 1.126 0.07 -0.03 0.13
C 0.911 0.685 0.000 0.10 0.10 -0.06
C -0.534 0.492 -0.461 -0.03 0.01 -0.06
C -1.499 1.565 -0.851 -0.10 0.16 0.11
C -1.053 0.540 -1.862 0.02 -0.10 -0.17
C -0.768 -0.608 0.575 -0.14 -0.09 0.03
H 2.613 -1.269 1.407 -0.13 -0.03 -0.03
H 1.621 -2.030 0.153 0.00 0.06 0.11
H 1.252 -2.313 1.862 0.04 0.10 -0.08
H 0.640 0.111 2.115 -0.01 -0.04 -0.12
H 1.167 1.695 0.339 -0.05 -0.13 -0.05
H 1.660 0.362 -0.732 -0.10 0.02 0.09
H -1.122 2.581 -0.951 -0.04 -0.17 0.01
H -2.516 1.499 -0.471 0.17 -0.01 -0.06
H -0.374 0.860 -2.649 -0.10 -0.04 0.16
H -1.769 -0.220 -2.168 0.11 0.12 0.08
H -0.896 -1.609 0.145 0.03 0.13 0.03
H -1.586 -0.426 1.280 0.11 -0.01 -0.10
```
Forces are in eV/Å.


8.
DFT (wB97M-V/def2-TZVPD) results for a 2-piece molecular cluster, C4H8N2O5 overall in a non-equilibrium geometry.

**LUMO**: -1.582 eV
**Total energy**: -642.6540 Ha
**Energy relative to the best compared isomer or geometry (same formula, charge and spin)**: 7.990 eV
**HOMO**: -0.3778 Ha

The geometry in XYZ format:
```
19
Properties=species:S:1:pos:R:3:forces:R:3
C 0.722 2.127 -0.810 -0.84 -0.38 2.76
C 0.741 0.649 -0.329 2.80 -0.04 -0.74
C -0.512 0.002 -0.556 -1.73 -3.11 1.08
C -0.527 -1.693 0.632 -0.59 2.63 -3.10
N -1.642 0.598 0.076 -3.21 0.28 0.93
N 0.823 -2.064 0.266 1.33 -1.02 0.39
O -2.755 0.242 -0.306 0.25 -0.66 -0.93
O -1.577 1.369 0.999 1.70 0.65 0.82
O 1.032 -2.556 -0.852 0.13 0.99 2.32
O 1.644 -1.779 1.186 -0.77 -0.80 -2.55
O -0.677 -1.300 1.845 -0.23 0.46 2.06
H -0.063 2.786 -0.311 1.38 -0.94 -0.32
H 1.727 2.428 -0.674 0.83 1.10 0.31
H 0.537 2.155 -1.821 -0.51 -0.04 -2.48
H 1.122 0.483 0.736 -0.54 0.67 -1.40
H 1.477 0.077 -1.042 -0.99 1.07 1.43
H -0.912 -0.212 -1.548 0.78 -0.41 0.01
H -1.356 -2.296 0.367 -0.27 -0.74 -1.23
H 0.196 -1.019 2.140 0.50 0.28 0.65
```
Forces are in eV/Å.


Repeat the sixth record exactly.
DFT (wB97M-V/def2-TZVPD) results for an isolated ion of composition C6H9N2S and charge +1 in a non-equilibrium geometry.

**LUMO (alpha / beta)**: -4.874 / -4.875 eV
**Net charge**: +1
**Total energy**: -741.2727 Ha
**Energy relative to the best compared isomer or geometry (same formula, charge and spin)**: 5.125 eV
**HOMO (alpha / beta)**: -0.4158 / -0.4158 Ha

The geometry in XYZ format:
```
18
Properties=species:S:1:pos:R:3:forces:R:3
C 0.086 1.432 0.119 -1.02 -0.38 0.21
C 1.509 -0.467 0.016 -0.01 -3.54 0.31
C -1.112 -1.897 -0.078 0.00 1.20 -1.29
C -2.546 -1.382 0.105 1.81 -0.34 -1.03
C -1.341 -0.480 0.132 -2.62 0.23 0.40
C 2.422 1.588 -0.076 1.46 3.87 1.88
N 1.255 0.762 0.101 0.34 -0.07 -0.33
N -1.112 0.805 0.087 0.64 -0.40 0.51
S 1.785 -2.009 0.055 0.40 2.00 -0.16
H 0.140 2.424 -0.170 -0.06 1.66 -0.24
H -0.530 -2.447 0.591 0.29 -0.82 1.71
H -0.791 -2.163 -1.078 -0.23 -0.07 -0.36
H -2.991 -1.480 -0.874 -0.77 0.41 0.08
H -3.106 -1.755 0.938 -0.15 0.38 0.52
H 3.298 0.979 0.048 0.44 -0.25 -0.94
H 2.286 2.248 -0.991 0.64 -1.24 0.99
H 2.597 2.324 0.862 -1.05 -1.53 -2.01
H -1.848 1.520 0.213 -0.11 -1.11 -0.23
```
Forces are in eV/Å.